1.
# C28H48ClCrN5OS3Se2Te2

A molecular structure, C28H48ClCrN5OS3Se2Te2 (ωB97M-V with the def2-TZVPD basis set, the Open Molecules 2025 dataset).

Atoms and positions in Å:
Cr: -0.142 1.387 0.105
C: 2.571 4.887 0.887
C: 2.926 4.073 2.123
S: 2.484 2.314 1.995
C: 1.678 2.074 3.591
C: 0.340 2.779 3.812
S: -0.897 2.673 2.474
C: -1.235 4.433 2.179
C: -0.069 5.333 1.768
S: 0.860 4.758 0.323
H: 3.150 4.552 0.026
H: 2.815 5.936 1.060
H: 2.437 4.475 3.009
H: 4.001 4.138 2.291
H: 2.374 2.396 4.366
H: 1.565 0.996 3.697
H: 0.492 3.839 4.011
H: -0.139 2.353 4.693
H: -1.671 4.823 3.099
H: -2.018 4.428 1.420
H: 0.631 5.454 2.594
H: -0.475 6.320 1.547
Se: -1.231 -0.497 -0.998
Te: -1.549 0.292 -3.346
Te: 0.738 1.815 -3.600
Se: 1.719 1.489 -1.324
C: 0.363 -6.606 0.785
C: 0.453 -5.311 1.606
C: -0.810 -4.475 1.355
C: 0.437 -5.692 3.095
C: 1.789 -4.580 1.258
O: 2.900 -5.358 1.732
C: 2.073 -4.340 -0.241
C: 1.024 -3.736 -1.185
C: 1.649 -3.418 -2.519
C: 1.881 -4.426 -3.449
C: 2.496 -4.157 -4.661
C: 2.883 -2.859 -4.949
Cl: 3.650 -2.508 -6.467
C: 2.657 -1.835 -4.046
C: 2.035 -2.122 -2.840
C: 2.071 -3.327 2.118
N: 1.282 -2.114 1.933
C: 1.461 -1.128 1.064
N: 0.611 -0.141 1.331
C: -0.109 -0.628 2.388
N: 0.284 -1.804 2.792
H: -0.569 -7.118 1.027
H: 1.170 -7.305 1.020
H: 0.368 -6.427 -0.291
H: -1.681 -5.111 1.530
H: -0.895 -4.087 0.345
H: -0.882 -3.643 2.055
H: -0.417 -6.343 3.288
H: 0.321 -4.813 3.731
H: 1.341 -6.218 3.395
H: 2.880 -6.220 1.302
H: 2.366 -5.310 -0.653
H: 2.980 -3.728 -0.294
H: 0.577 -2.830 -0.772
H: 0.211 -4.445 -1.342
H: 1.576 -5.443 -3.228
H: 2.671 -4.944 -5.381
H: 2.947 -0.823 -4.290
H: 1.825 -1.309 -2.151
H: 3.114 -3.069 1.939
H: 1.974 -3.596 3.165
H: 2.220 -1.113 0.298
H: -0.916 -0.095 2.865
C: -2.291 4.526 -3.646
C: -2.576 4.886 -2.195
N: -3.302 3.862 -1.440
C: -4.765 3.857 -1.568
C: -5.285 2.914 -2.651
C: -2.651 2.890 -0.773
C: -3.464 1.993 0.116
N: -1.355 2.737 -0.820
H: -1.796 5.363 -4.137
H: -3.213 4.312 -4.185
H: -1.641 3.654 -3.721
H: -3.184 5.790 -2.153
H: -1.649 5.115 -1.664
H: -5.063 4.883 -1.785
H: -5.212 3.606 -0.610
H: -5.146 3.330 -3.647
H: -6.350 2.733 -2.509
H: -4.764 1.956 -2.614
H: -4.105 2.581 0.772
H: -2.816 1.377 0.732
H: -4.089 1.321 -0.471
H: -0.901 3.348 -1.492

Its charge is +1. Its HOMO-LUMO gap (alpha / beta) is 0.19616 / 0.23202 hartree. Its multiplicity is 2. The value obtained for the strongest force on any atom is 0.55 eV/Å. The total energy is -258038.42397 eV. The highest occupied orbital energy (alpha / beta) comes out at -9.242 / -9.312 eV.


2.
# C4H9FN

2 unconnected molecules or ions with the total composition C4H9FN at a distorted geometry (ωB97M-V with the def2-TZVPD basis set, the Open Molecules 2025 dataset).

Atoms and positions in Å:
C: -0.416 0.183 -0.307
C: -1.270 -0.224 0.922
C: -0.508 -0.541 -1.565
C: 1.314 2.011 0.025
N: 0.453 1.123 -0.146
F: 2.548 -0.889 0.753
H: -2.301 -0.434 0.850
H: -1.221 0.461 1.791
H: -0.874 -1.191 1.090
H: 0.327 -0.260 -2.256
H: -0.630 -1.630 -1.477
H: -1.333 -0.241 -2.127
H: 0.987 3.100 -0.060
H: 2.362 1.752 0.414
H: 2.456 -1.653 1.247

Its charge is +1. Its HOMO-LUMO gap (alpha / beta) is 0.24323 / 0.28754 hartree. Its multiplicity is 3. The relative energy (zero: lowest compared OMol25 entry of this formula, charge and spin) is 31.1 kcal per mole. The value obtained for the strongest force on any atom is 4.96 eV/Å. The total energy is -8488.50779 eV. The highest occupied orbital energy (alpha / beta) comes out at -11.420 / -17.006 eV.


3.
# C4H13N2O

A molecular structure, C4H13N2O at a distorted geometry (ωB97M-V with the def2-TZVPD basis set, the Open Molecules 2025 dataset).

Atoms and positions in Å:
C: 2.118 0.716 -0.192
O: 2.989 0.691 0.903
C: 0.838 -0.012 0.227
C: -0.076 -0.190 -1.003
C: -1.075 -1.310 -0.894
N: -2.875 -0.273 0.564
N: 0.153 0.783 1.227
H: 1.746 1.702 -0.506
H: 2.582 0.229 -1.055
H: 3.605 1.419 0.850
H: 1.135 -0.985 0.610
H: -0.591 0.773 -1.079
H: 0.504 -0.204 -1.927
H: -1.440 -1.734 -1.820
H: -0.696 -2.118 -0.270
H: -2.899 0.715 0.334
H: -3.823 -0.631 0.510
H: -2.086 -0.881 0.004
H: -0.779 0.430 1.425
H: 0.669 0.882 2.091

Its charge is 0. Its HOMO-LUMO gap (alpha / beta) is 0.34535 / 0.31499 hartree. Its multiplicity is 2. The relative energy (zero: lowest compared OMol25 entry of this formula, charge and spin) is 23.6 kcal per mole. The value obtained for the strongest force on any atom is 2.41 eV/Å. The total energy is -9383.66505 eV. The highest occupied orbital energy (alpha / beta) comes out at -8.382 / -9.016 eV.


4.
# C28H47Be2BrCl9LiN4O13PSi

A molecular structure, C28H47Be2BrCl9LiN4O13PSi at a distorted geometry (ωB97M-V with the def2-TZVPD basis set, the Open Molecules 2025 dataset).

Atoms and positions in Å:
C: 1.510 -1.362 2.073
C: 0.414 -0.576 1.223
O: 0.778 0.801 1.285
C: -0.379 1.662 1.241
C: -0.318 2.629 2.510
C: -0.767 1.646 3.693
C: -2.264 1.269 3.979
O: -3.266 1.522 2.863
Si: -4.319 0.129 2.503
C: -5.139 -0.681 4.004
C: -3.453 -1.138 1.333
C: -5.748 0.839 1.452
O: 1.096 2.745 2.719
P: 1.717 4.051 1.766
C: 2.613 4.991 3.183
C: 2.268 6.492 3.281
O: 1.939 7.207 2.380
Br: 2.431 7.348 5.066
O: 0.230 4.884 1.834
C: -0.924 4.168 2.312
C: -1.156 4.950 3.688
N: -0.105 4.611 4.701
N: -2.096 4.378 1.426
C: -2.921 5.577 1.709
C: -4.293 5.422 2.444
O: -2.617 6.690 1.444
C: -1.798 4.356 0.003
C: -1.086 5.454 -0.821
O: -2.210 3.413 -0.610
H: 1.066 -2.209 2.649
H: 1.861 -0.629 2.849
H: 2.385 -1.669 1.461
H: -0.563 -0.808 1.727
H: 0.466 -0.997 0.191
H: -0.249 2.231 0.283
H: -1.320 1.071 1.142
H: -0.368 1.970 4.690
H: -0.270 0.661 3.497
H: -2.562 1.721 4.935
H: -2.277 0.161 4.180
H: -4.569 -0.526 4.951
H: -5.306 -1.772 3.802
H: -6.179 -0.243 4.082
H: -3.060 -0.585 0.439
H: -4.285 -1.773 0.939
H: -2.672 -1.751 1.836
H: -5.370 1.161 0.443
H: -6.573 0.102 1.319
H: -6.198 1.732 1.964
H: 2.942 3.255 1.751
H: 2.221 5.139 0.937
H: 1.510 3.408 0.467
H: 3.729 4.938 3.056
H: 2.425 4.539 4.194
H: -1.039 6.053 3.543
H: -2.125 4.677 4.175
H: -0.526 4.124 5.489
H: 0.249 5.490 5.076
H: -5.035 6.166 2.064
H: -4.686 4.401 2.350
H: -4.116 5.710 3.516
H: -0.140 5.830 -0.379
H: -1.783 6.335 -0.873
H: -0.949 5.138 -1.884
Li: -4.833 -3.598 0.222
C: 0.020 -3.204 -3.320
O: -0.081 -3.767 -2.249
N: 1.171 -2.655 -3.804
C: 1.228 -2.001 -5.089
C: 2.376 -2.731 -3.005
H: -0.835 -3.089 -4.002
H: 1.954 -2.518 -5.713
H: 1.542 -0.961 -4.942
H: 0.261 -2.019 -5.577
H: 2.617 -3.778 -2.816
H: 2.203 -2.234 -2.046
H: 3.205 -2.253 -3.521
C: 2.363 -7.403 -2.001
Cl: 3.515 -7.414 -3.349
Cl: 3.248 -7.271 -0.469
Cl: 1.269 -6.020 -2.172
Cl: 1.426 -8.907 -2.012
Be: 2.772 9.164 2.133
C: 7.432 -4.614 -3.807
C: 8.461 -5.353 -4.216
C: 8.402 -6.115 -5.486
O: 9.337 -6.789 -5.858
C: 7.156 -6.022 -6.281
C: 6.128 -5.283 -5.870
C: 6.187 -4.522 -4.602
O: 5.248 -3.845 -4.228
H: 7.456 -4.051 -2.882
H: 9.379 -5.432 -3.648
H: 7.130 -6.585 -7.205
H: 5.209 -5.203 -6.437
Cl: -4.374 2.466 4.038
C: 2.642 -6.387 -8.771
Cl: 3.299 -7.957 -8.297
Cl: 3.096 -5.146 -7.598
Cl: 3.195 -5.945 -10.390
H: 1.560 -6.460 -8.788
N: -8.467 -0.574 2.969
O: -7.883 0.261 3.703
O: -7.971 -1.722 2.819
O: -9.509 -0.272 2.390
Be: -5.637 -3.941 2.648
Cl: 0.329 -4.434 -5.835

Its charge is +1. Its HOMO-LUMO gap is 0.04223 hartree. The value obtained for the strongest force on any atom is 4.63 eV/Å. The total energy is -263264.06781 eV. The highest occupied orbital energy comes out at -9.111 eV.


5.
# C2H3BiFO

A molecular structure, C2H3BiFO at a distorted geometry (ωB97M-V with the def2-TZVPD basis set, the Open Molecules 2025 dataset).

Atoms and positions in Å:
Bi: 0.104 -2.210 0.690
O: 0.114 -0.893 -0.666
C: 0.146 0.405 -0.890
C: -0.334 1.385 -0.103
H: 0.628 0.683 -1.842
H: -0.378 2.407 -0.480
F: 0.323 -2.984 2.342
H: -0.603 1.206 0.948

Its charge is +1. Its HOMO-LUMO gap (alpha / beta) is 0.24029 / 0.24023 hartree. The relative energy (zero: lowest compared OMol25 entry of this formula, charge and spin) is 0.0 kcal per mole. The value obtained for the strongest force on any atom is 7.03 eV/Å. The total energy is -12715.78879 eV. The highest occupied orbital energy (alpha / beta) comes out at -13.977 / -13.976 eV.


6.
# C4H12NO2

2 unconnected molecules or ions with the total composition C4H12NO2 at a distorted geometry (ωB97M-V with the def2-TZVPD basis set, the Open Molecules 2025 dataset).

Atoms and positions in Å:
O: -0.720 -2.586 -0.842
C: -1.588 -2.081 -0.173
C: -1.368 -0.559 0.002
N: 0.092 -0.177 0.179
C: 0.199 1.204 0.966
C: 1.549 1.289 1.662
H: -2.465 -2.363 0.292
H: -1.688 0.014 -0.883
H: -1.958 -0.167 0.762
H: 0.629 -0.017 -0.645
H: 0.475 -0.864 0.880
H: -0.611 1.359 1.732
H: 0.012 2.160 0.239
H: 2.413 0.983 0.978
H: 1.547 0.628 2.570
H: 1.747 2.327 1.943
H: 2.084 2.194 -1.583
H: 1.083 1.730 -2.523
O: 1.136 1.853 -1.628

Its charge is +1. Its HOMO-LUMO gap is 0.39850 hartree. The relative energy (zero: lowest compared OMol25 entry of this formula, charge and spin) is 62.7 kcal per mole. The value obtained for the strongest force on any atom is 5.63 eV/Å. The total energy is -9919.51267 eV. The highest occupied orbital energy comes out at -14.526 eV.


7.
# C3H8NO

2 unconnected molecules or ions with the total composition C3H8NO at a distorted geometry (ωB97M-V with the def2-TZVPD basis set, the Open Molecules 2025 dataset).

Atoms and positions in Å:
C: -1.356 1.021 -2.011
O: -0.167 0.359 -1.790
H: -2.099 0.864 -1.227
H: -1.179 2.095 -2.174
H: -1.785 0.703 -2.980
C: 1.770 -0.428 1.951
C: 0.409 -0.591 1.704
N: -0.266 -0.537 0.558
H: 2.457 -0.584 1.125
H: 2.041 -0.806 2.934
H: -0.139 -0.896 2.607
H: -1.257 -0.543 0.775
H: -0.084 -0.127 -0.795

Its charge is -1. Its HOMO-LUMO gap is 0.25108 hartree. The relative energy (zero: lowest compared OMol25 entry of this formula, charge and spin) is 15.9 kcal per mole. The value obtained for the strongest force on any atom is 1.46 eV/Å. The total energy is -6777.30142 eV. The highest occupied orbital energy comes out at -2.449 eV.


8.
# C25H32N3O2P2RuSi

A molecular structure, C25H32N3O2P2RuSi (ωB97M-V with the def2-TZVPD basis set, the Open Molecules 2025 dataset).

Atoms and positions in Å:
Ru: -0.381 -0.506 -0.282
C: 2.303 1.199 -1.903
P: 2.001 -0.279 -0.894
C: 2.991 -1.516 -1.783
C: 2.839 -0.028 0.705
C: 4.189 0.320 0.680
C: 4.889 0.542 1.855
C: 4.243 0.421 3.077
C: 2.901 0.078 3.116
C: 2.184 -0.152 1.943
P: 0.419 -0.581 2.094
C: -0.361 0.697 3.120
C: 0.357 -2.014 3.212
H: 3.375 1.351 -2.031
H: 1.859 2.088 -1.463
H: 1.857 1.033 -2.885
H: 4.021 -1.163 -1.845
H: 2.608 -1.619 -2.798
H: 2.986 -2.481 -1.286
H: 4.708 0.425 -0.265
H: 5.935 0.811 1.815
H: 4.782 0.596 3.998
H: 2.413 -0.006 4.080
H: 0.115 0.732 4.100
H: -1.412 0.436 3.254
H: -0.299 1.676 2.651
H: 0.863 -1.760 4.144
H: 0.834 -2.892 2.787
H: -0.685 -2.236 3.441
O: -2.831 5.864 -1.903
N: -3.712 5.074 -1.634
O: -4.888 5.329 -1.522
C: -3.317 3.660 -1.464
C: -4.183 2.741 -1.939
C: -3.857 1.360 -1.871
C: -4.690 0.358 -2.364
C: -4.309 -0.968 -2.268
C: -3.093 -1.268 -1.676
N: -2.267 -0.342 -1.190
C: -2.626 0.990 -1.276
C: -1.754 1.953 -0.757
N: -0.563 1.508 -0.147
C: 0.282 2.466 0.395
C: 0.004 3.786 0.359
C: -1.185 4.254 -0.262
C: -2.064 3.330 -0.832
H: -5.120 3.060 -2.377
H: -5.634 0.629 -2.821
H: -4.933 -1.767 -2.641
H: -2.771 -2.297 -1.587
H: 1.189 2.098 0.858
H: 0.698 4.486 0.802
H: -1.392 5.310 -0.301
C: -0.027 -3.332 -2.103
Si: 0.090 -3.070 -0.262
C: -1.481 -3.499 0.656
C: 1.629 -3.797 0.489
H: -0.351 -4.372 -2.240
H: 0.942 -3.227 -2.587
H: -0.748 -2.699 -2.620
H: -1.884 -4.406 0.190
H: -2.268 -2.745 0.625
H: -1.267 -3.728 1.698
H: 1.357 -4.500 1.279
H: 2.304 -3.055 0.921
H: 2.185 -4.356 -0.266

Its charge is +2. Its HOMO-LUMO gap (alpha / beta) is 0.19747 / 0.22053 hartree. Its multiplicity is 6. The relative energy (zero: lowest compared OMol25 entry of this formula, charge and spin) is 21.9 kcal per mole. The value obtained for the strongest force on any atom is 0.14 eV/Å. The total energy is -64029.18805 eV. The highest occupied orbital energy (alpha / beta) comes out at -11.255 / -14.389 eV.